Below is C4H7N3 as an isolated structure, with properties calculated with ωB97M-V/def2-TZVPD.

Geometry (Å):
N (-2.36071, -0.53936, -0.23728)
C (-1.23889, 0.04636, 0.15070)
C (-0.17755, -0.92977, 0.14172)
C (1.03110, -0.08459, -0.01822)
N (2.32590, -0.59929, -0.04356)
C (0.65724, 1.21388, 0.06411)
N (-0.76844, 1.30631, 0.26670)
H (-1.42583, -1.49854, -0.42278)
H (-3.27613, -0.16691, -0.00104)
H (-0.15864, -1.56637, 1.03040)
H (3.02516, 0.06917, -0.34053)
H (2.39453, -1.45431, -0.57942)
H (1.25872, 2.11230, 0.09104)
H (-1.28644, 2.09112, -0.10184)

Forces on atoms 1 to 6 (eV/Å):
-0.097 0.071 0.050
0.114 -0.069 -0.044
0.275 0.228 0.204
-0.162 0.145 0.049
0.006 0.028 -0.131
0.187 -0.057 -0.020

As for the HOMO-LUMO gap: 8.3 eV. As for the energy above the lowest of the compared OMol25 structures with the same formula, charge and spin: 3.194 eV. The HOMO energy is -7.28 eV. As for the total charge: 0. As for the multiplicity: 1.

=====

Below is one molecule with the formula C4H7N3 in a non-equilibrium geometry, with properties calculated with ωB97M-V/def2-TZVPD.

Geometry (Å):
C (1.28891, 1.59714, 1.01840)
C (1.03127, 0.60718, -0.06631)
C (0.05436, -0.31711, 0.01517)
C (-0.58582, -0.99495, -1.14485)
N (-1.64757, -1.71984, -0.52395)
N (-1.81859, -1.29915, 0.72593)
N (-0.91516, -0.48195, 1.06856)
H (1.30230, 2.63549, 0.65982)
H (0.51420, 1.51362, 1.78427)
H (2.25414, 1.40578, 1.49511)
H (1.63971, 0.62811, -0.97699)
H (-0.67550, 0.22283, -1.11647)
H (-0.10842, -1.46045, -2.00899)
H (-2.33381, -2.33668, -0.92972)

Forces on atoms 1 to 6 (eV/Å):
0.166 0.058 0.308
0.345 -0.578 0.691
1.300 -0.008 0.916
-0.177 1.798 -0.390
0.086 0.209 -0.099
0.554 0.353 0.076

As for the HOMO-LUMO gap: 8.1 eV. As for the energy above the lowest of the compared OMol25 structures with the same formula, charge and spin: 4.156 eV. As for the SMILES: C/C=C1/CNN=N1. The HOMO energy is -7.40 eV. As for the total charge: 0. As for the multiplicity: 1.

=====

Below is a 2-piece molecular cluster, C4H7N3 overall in a non-equilibrium geometry, with properties calculated with ωB97M-V/def2-TZVPD.

Geometry (Å):
C (-0.47739, -0.60735, -2.40665)
C (-0.76270, -0.86035, 1.97911)
C (1.42897, 1.25281, 0.77594)
C (0.12477, -0.36787, -0.10994)
N (0.06770, -0.99756, -1.35209)
N (-0.81298, -0.89716, 0.70663)
N (1.35354, 0.08673, 0.32036)
H (-0.59217, -1.26775, -3.32049)
H (-1.10001, 0.31801, -2.57886)
H (-1.62029, -1.14481, 2.42879)
H (0.03223, -0.60859, 2.56898)
H (2.23930, 1.57979, 1.23452)
H (0.66693, 2.14121, 0.72625)
H (-0.54790, 1.37289, -0.97255)

Forces on atoms 1 to 6 (eV/Å):
-1.400 -0.667 -1.305
0.228 -0.123 -3.195
-3.726 1.045 -1.479
-0.618 2.065 -3.839
0.624 -0.372 -0.562
-1.144 0.159 1.375

As for the HOMO-LUMO gap (alpha / beta): 7.7 / 7.1 eV. As for the energy above the lowest of the compared OMol25 structures with the same formula, charge and spin: 6.401 eV. The HOMO energy (alpha / beta) is -8.09 / -7.59 eV. As for the total charge: 0. As for the multiplicity: 1.

=====

Below is a 2-piece molecular cluster, C4H7N3 overall, with properties calculated with ωB97M-V/def2-TZVPD.

Geometry (Å):
C (1.55206, 1.54104, -0.12842)
N (1.51926, -0.63394, -0.32206)
C (0.19920, -0.62465, -0.19718)
N (-0.31759, 0.60434, -0.11752)
N (-1.57225, 0.48614, 0.44516)
C (-1.92027, -0.83885, 0.45213)
C (-0.84723, -1.58274, 0.06015)
H (2.08698, 1.30260, 0.78163)
H (2.15936, 1.49942, -1.02458)
H (0.94519, 2.43771, -0.07746)
H (1.88208, -1.35619, -0.94268)
H (-2.23410, 1.21589, 0.22644)
H (-2.90722, -1.14686, 0.77774)
H (-0.75188, -2.65826, 0.06924)

Forces on atoms 1 to 6 (eV/Å):
0.093 0.256 0.029
-0.043 -0.162 -0.124
-0.066 0.157 0.002
0.156 -0.211 0.003
-0.156 0.011 -0.090
0.121 -0.047 0.031

As for the HOMO-LUMO gap (alpha / beta): 8.0 / 8.0 eV. As for the energy above the lowest of the compared OMol25 structures with the same formula, charge and spin: 4.403 eV. The HOMO energy (alpha / beta) is -7.61 / -7.61 eV. As for the total charge: 0. As for the multiplicity: 1.

=====

Below is one molecule with the formula C4H7N3, with properties calculated with ωB97M-V/def2-TZVPD.

Geometry (Å):
C (2.30224, 0.54730, 0.31960)
N (1.29719, 0.24812, -0.70124)
C (-0.08859, 0.02328, -0.38697)
N (0.07574, 1.21882, -0.84578)
N (-2.69976, 0.52225, -0.07340)
C (-2.25780, -0.63284, 0.26689)
C (-0.85988, -0.96076, 0.12183)
H (1.77469, 0.92120, 1.19731)
H (2.87136, -0.35054, 0.58576)
H (2.97979, 1.31889, -0.05458)
H (1.64485, -0.09643, -1.59239)
H (-3.70116, 0.58974, 0.09182)
H (-2.89224, -1.42786, 0.67977)
H (-0.44643, -1.92117, 0.39136)

Forces on atoms 1 to 6 (eV/Å):
-0.024 0.080 0.075
0.200 0.086 -0.144
-0.021 0.262 -0.093
0.429 -0.418 0.087
-0.157 -0.270 0.134
-0.054 0.054 -0.003

As for the HOMO-LUMO gap: 8.4 eV. As for the energy above the lowest of the compared OMol25 structures with the same formula, charge and spin: 3.645 eV. The HOMO energy is -7.63 eV. As for the total charge: 0. As for the multiplicity: 1.

=====

Below is one molecule with the formula C4H7N3, with properties calculated with ωB97M-V/def2-TZVPD.

Geometry (Å):
C (-2.57297, 0.03606, -0.06540)
C (-1.07461, -0.12583, -0.05976)
C (0.02899, 0.66879, -0.29606)
N (1.10077, -0.16151, -0.06538)
C (2.52693, 0.08711, 0.12606)
N (0.67680, -1.37247, 0.29214)
N (-0.61141, -1.36847, 0.29303)
H (-3.01348, -0.63518, -0.81222)
H (-2.95230, -0.28958, 0.91107)
H (-2.94700, 1.04661, -0.25120)
H (0.16063, 1.69652, -0.61680)
H (2.75564, 0.10872, 1.19768)
H (2.81730, 1.03480, -0.32691)
H (3.10471, -0.72557, -0.32625)

Forces on atoms 1 to 6 (eV/Å):
0.057 0.032 -0.026
0.143 -0.278 0.079
0.195 -0.302 0.135
-0.225 0.031 0.153
0.024 0.131 -0.055
-0.088 0.080 -0.013

As for the HOMO-LUMO gap: 10.2 eV. As for the energy above the lowest of the compared OMol25 structures with the same formula, charge and spin: 0.878 eV. As for the SMILES: Cc1cn(C)nn1. The HOMO energy is -9.33 eV. As for the total charge: 0. As for the multiplicity: 1.

=====

Below is one molecule with the formula C4H7N3, with properties calculated with ωB97M-V/def2-TZVPD.

Geometry (Å):
N (2.45223, -0.44109, 0.33936)
C (1.08956, -0.33526, 0.19358)
C (0.05514, -1.16201, -0.06438)
C (-0.90818, 0.02397, -0.12141)
N (-2.23734, 0.17739, 0.36153)
N (-0.42888, 0.95626, -1.16246)
C (0.22656, 0.90907, 0.17964)
H (2.97596, 0.38176, 0.07684)
H (2.86410, -1.29421, -0.01313)
H (-0.00818, -2.18553, -0.42038)
H (-2.89861, -0.20851, -0.30658)
H (-2.34853, -0.34618, 1.22498)
H (-1.06747, 1.75783, -1.13082)
H (0.23364, 1.76651, 0.84323)

Forces on atoms 1 to 6 (eV/Å):
-0.028 -0.016 -0.175
-0.032 -0.069 -0.002
0.129 -0.085 -0.068
-0.068 0.041 0.097
-0.027 -0.210 -0.034
-0.097 0.083 -0.142

As for the HOMO-LUMO gap: 8.9 eV. As for the energy above the lowest of the compared OMol25 structures with the same formula, charge and spin: 2.807 eV. As for the SMILES: NC1=C[C@]2(N)N[C@H]12. The HOMO energy is -7.81 eV. As for the total charge: 0. As for the multiplicity: 1.

=====

Below is one molecule with the formula C4H7N3 in a non-equilibrium geometry, with properties calculated with ωB97M-V/def2-TZVPD.

Geometry (Å):
H (-1.11112, 2.59407, 1.60224)
N (-0.32405, 2.10324, 1.17774)
C (-0.71723, 0.91324, 0.96426)
C (-2.06773, 0.45007, 1.29359)
N (-3.15028, 0.24785, 1.64139)
N (-0.07240, -0.11558, 0.36183)
C (1.08622, -0.07348, -0.49011)
C (0.87468, -1.25466, -1.44234)
H (-0.15643, -0.95500, 0.92390)
H (1.12627, 0.87082, -1.05075)
H (1.99697, -0.15563, 0.12350)
H (-0.07679, -1.15165, -2.04694)
H (0.89277, -2.22361, -0.90955)
H (1.69914, -1.24969, -2.14875)

Forces on atoms 1 to 6 (eV/Å):
0.274 0.305 -0.129
-0.321 -0.313 -0.215
-0.265 0.145 0.068
-1.166 0.564 1.083
0.735 -0.118 -0.383
0.102 -0.123 0.545

As for the HOMO-LUMO gap: 10.5 eV. As for the energy above the lowest of the compared OMol25 structures with the same formula, charge and spin: 0.936 eV. As for the SMILES: [H]/N=C(\C#N)NCC. The HOMO energy is -9.79 eV. As for the total charge: 0. As for the multiplicity: 1.